1.
Molecular formula: C3H9N2
Method: DFT, wB97M-V/def2-TZVPD

Last column: Mulliken charge in e.
CARTESIAN COORDINATES (ANGSTROEM)
1 H 2.83580 -0.02050 -0.10465  0.2643
2 C -0.02689 -1.69431 -0.63987  -1.1951
3 H 0.16634 -1.97307 -1.66635  0.3684
4 H -2.36921 2.28109 1.60651  0.2790
5 N -2.39973 1.95806 0.64574  -0.6136
6 H -1.06893 -1.39041 -0.51809  0.3766
7 C 0.39848 0.55851 0.29068  -0.4711
8 N 2.20318 -0.76302 -0.39437  -0.3918
9 H -2.58535 2.74941 0.03824  0.2805
10 H -1.48867 1.54820 0.45710  0.1344
11 H 2.51852 -1.69217 -0.12391  0.2898
12 C 0.87367 -0.55267 -0.21607  0.8792
13 H 0.14653 -2.53321 0.03240  0.3677
14 H 0.79627 1.52409 0.59264  0.4318

Properties
**HOMO level**: -14.0758 eV
**Relative energy (zero: lowest compared OMol25 entry of this formula, charge and spin)**: 5.5283 eV
**Frontier orbital gap**: 5.663 eV
**Total charge**: +1
**E_LUMO**: -8.41 eV

2.
Molecular formula: C3H9N2
Method: DFT, wB97M-V/def2-TZVPD

Last column: Mulliken charge in e.
CARTESIAN COORDINATES (ANGSTROEM)
1 H -3.07146 -1.31588 -0.02333  0.2439
2 N -2.25328 -1.10219 -0.52083  -0.3614
3 H 1.06789 -0.58389 1.16929  0.4004
4 N -0.18044 -0.10216 -0.24828  -0.1555
5 C 1.48354 1.41887 0.25578  -1.3371
6 C -1.09800 -0.94664 0.12059  0.1945
7 C 1.10475 0.01002 0.35041  -0.3385
8 H 2.00414 -0.86401 -0.44477  0.2616
9 H 2.44207 1.61838 0.89222  0.3007
10 H -0.96991 -1.59397 0.87021  0.3522
11 H 1.53962 1.62672 -0.70971  0.4562
12 H 0.85311 2.04206 0.72928  0.4620
13 H -0.42043 0.52493 -1.00603  0.2811
14 H -2.50159 -0.73225 -1.43483  0.2398

Properties
**HOMO level**: -14.7160 eV
**Relative energy (zero: lowest compared OMol25 entry of this formula, charge and spin)**: 2.5279 eV
**Frontier orbital gap**: 10.595 eV
**Total charge**: +1
**E_LUMO**: -4.12 eV